9 unconnected molecules or ions with the total composition C63H138N6O9 at a distorted geometry, computed with ωB97M-V/def2-TZVPD.

XYZ file:
```
216
Properties=species:S:1:pos:R:3:mulliken_charge:R:1
C -18.42904 -33.05324 21.27555 0.313
C -18.47557 -34.02812 20.07270 1.856
C -17.14727 -33.84870 19.31644 -2.236
C -18.50980 -35.48136 20.61849 -1.710
C -19.84331 -35.87589 21.34216 -0.566
C -20.88486 -35.79154 20.20183 -1.404
C -20.93325 -34.41249 19.45568 2.090
C -21.66217 -34.47079 18.16657 -2.132
C -21.73884 -33.50081 20.41659 -1.526
N -19.61397 -33.89184 19.16015 0.166
O -19.70250 -32.65967 18.45300 -0.116
H -17.40360 -32.75799 21.49781 0.476
H -18.81512 -32.07349 20.99427 -0.889
H -18.90544 -33.49729 22.14961 0.031
H -16.98569 -34.48738 18.44807 0.433
H -16.99053 -32.83016 18.96131 0.312
H -16.31197 -34.10023 19.96997 0.485
H -18.50507 -36.18341 19.78470 0.415
H -17.60352 -35.65533 21.19856 0.418
H -19.72066 -36.94014 21.54325 0.436
H -20.09136 -35.43873 22.30935 0.350
H -21.84493 -36.16900 20.55380 0.474
H -20.61661 -36.56715 19.48448 0.378
H -21.96885 -33.55219 17.66634 0.172
H -22.52478 -35.13484 18.22169 0.396
H -21.00514 -35.01654 17.48939 0.541
H -21.94350 -32.49746 20.04311 -0.025
H -21.23998 -33.25920 21.35513 0.288
H -22.63024 -34.05600 20.70864 0.536
H -19.21358 -32.88758 17.65888 0.257
C -22.15570 -29.23100 12.47404 -1.864
C -22.82070 -30.52912 12.92190 1.696
C -22.99229 -31.59105 11.79319 -1.722
C -21.76758 -31.06700 13.94771 -1.244
C -22.32947 -32.16989 14.79477 -0.246
C -23.60111 -31.65659 15.47775 -0.846
C -24.66929 -31.12154 14.46673 2.039
C -25.46460 -32.31527 13.79211 -1.810
C -25.69890 -30.30378 15.31457 -2.398
N -24.04069 -30.17230 13.61435 0.315
O -25.00856 -29.58387 12.74287 -0.516
H -22.10106 -28.50027 13.28097 0.387
H -21.14055 -29.47838 12.16358 0.397
H -22.78639 -28.75824 11.72117 0.407
H -23.52779 -31.08173 10.99198 0.358
H -22.01617 -31.85309 11.38501 0.416
H -23.45616 -32.52862 12.09960 0.363
H -20.97275 -31.52634 13.36005 0.480
H -21.24586 -30.37468 14.60847 0.129
H -22.53276 -33.09019 14.24721 0.341
H -21.58586 -32.48119 15.52843 0.128
H -23.40702 -30.85412 16.18941 -0.213
H -24.09956 -32.44412 16.04295 0.468
H -25.59514 -32.05567 12.74156 0.408
H -26.49371 -32.46190 14.12001 0.402
H -24.91446 -33.25593 13.76755 0.310
H -25.27390 -29.44893 15.84060 0.335
H -26.21625 -30.93027 16.04117 0.461
H -26.52558 -30.01753 14.66438 0.682
H -25.28149 -28.83506 13.27804 0.370
C -13.00049 -30.02070 20.00251 -1.829
C -12.31885 -28.70030 19.64753 2.240
C -12.56047 -27.59177 20.74380 -1.435
C -10.83533 -29.06163 19.64177 -1.733
C -9.90525 -28.11147 18.86679 -0.682
C -10.46938 -28.01641 17.43338 -1.347
C -11.94769 -27.48209 17.36727 1.485
C -11.95877 -25.88583 17.59910 -1.553
C -12.47329 -27.69563 15.91219 -1.892
N -12.79417 -28.32384 18.22133 -0.060
O -14.14982 -28.00679 18.13755 0.006
H -13.24514 -30.66862 19.16082 0.428
H -12.45047 -30.71555 20.63716 0.418
H -13.96878 -29.98229 20.50155 0.030
H -11.64403 -27.00393 20.69216 0.414
H -13.46806 -27.00132 20.61828 -0.013
H -12.47706 -27.98250 21.75793 0.260
H -10.51765 -29.21299 20.67340 0.458
H -10.69960 -30.04277 19.18676 0.521
H -9.80695 -27.15074 19.37220 0.379
H -8.88365 -28.46947 18.99440 0.416
H -10.49789 -29.04369 17.07008 0.399
H -9.79821 -27.53630 16.72125 0.468
H -12.92946 -25.45838 17.85040 0.258
H -11.53664 -25.43419 16.70137 0.484
H -11.39056 -25.62357 18.49155 0.279
H -13.49049 -27.37986 15.68050 0.297
H -12.51160 -28.77707 15.78136 0.448
H -11.99496 -27.15468 15.09569 0.429
H -14.49173 -28.73417 17.61255 0.261
C -15.61824 -24.40346 20.19489 -0.132
C -14.73670 -23.27821 20.82810 2.209
C -13.33636 -23.03507 20.09598 -2.015
C -15.52525 -21.96823 20.78828 -1.398
C -16.72416 -21.97684 21.74442 0.479
C -16.23748 -22.21082 23.21568 -1.767
C -15.39787 -23.52082 23.34258 2.372
C -14.68756 -23.32797 24.71244 -2.069
C -16.38420 -24.68199 23.40090 -1.242
N -14.37138 -23.55960 22.23979 -0.009
O -13.63176 -24.75445 22.32787 -0.486
H -15.74503 -24.42771 19.11256 0.817
H -15.38503 -25.37780 20.62429 -0.617
H -16.67799 -24.28713 20.42179 -0.509
H -12.86925 -22.12410 20.47021 0.466
H -12.63414 -23.84928 20.27499 0.257
H -13.45216 -22.81567 19.03459 0.391
H -15.07562 -20.98118 20.89627 0.415
H -15.99540 -21.96498 19.80489 0.136
H -17.21112 -21.00319 21.68981 0.460
H -17.56149 -22.59752 21.42545 -0.362
H -17.05855 -22.17365 23.93162 0.456
H -15.66436 -21.31097 23.43904 0.419
H -15.29463 -23.45685 25.60852 0.417
H -14.02898 -22.47200 24.85968 0.364
H -13.96789 -24.13162 24.86840 0.425
H -17.27630 -24.63278 22.77653 0.010
H -16.77975 -24.97649 24.37297 0.616
H -15.90986 -25.57084 22.98493 -0.133
H -14.19395 -25.33298 21.80743 0.035
C -21.50119 -27.26793 19.64176 -1.387
C -20.78520 -28.41944 18.90344 2.241
C -21.78250 -29.63345 18.72416 -1.837
C -20.42808 -27.80491 17.56219 -1.302
C -19.12532 -26.85104 17.63214 0.658
C -17.93020 -27.50512 18.25628 -1.523
C -18.28243 -28.11446 19.64810 2.495
C -17.14322 -29.12997 19.91475 -2.031
C -18.25157 -27.03763 20.65989 -0.261
N -19.55767 -28.94739 19.57221 -0.271
O -19.83612 -29.62177 20.79329 2.911
H -20.93475 -26.33681 19.65812 0.135
H -22.42096 -26.97928 19.13304 0.762
H -21.93327 -27.46620 20.62263 -0.527
H -21.85267 -30.03620 19.73459 -0.327
H -22.78482 -29.40584 18.36133 0.379
H -21.32082 -30.46589 18.19312 0.240
H -20.37085 -28.59698 16.81556 0.050
H -21.30129 -27.26820 17.19134 0.629
H -18.94095 -26.54335 16.60286 0.685
H -19.30010 -25.90241 18.13973 -1.047
H -17.17536 -26.73995 18.43745 0.150
H -17.55792 -28.29309 17.60159 0.501
H -16.20546 -28.68247 19.58543 0.333
H -17.29825 -30.11627 19.47741 0.457
H -16.88503 -29.35798 20.94889 -0.247
H -18.45241 -26.01640 20.33606 -0.599
H -17.34096 -26.96353 21.25437 0.030
H -18.92729 -27.16781 21.50520 0.004
H -19.83808 -30.55610 20.57275 -1.195
C -22.61250 -21.61771 16.63590 -1.628
C -22.11938 -22.65573 17.59310 1.363
C -23.28655 -23.54837 18.09664 -1.860
C -20.97751 -23.60347 17.00356 -0.209
C -19.63823 -22.87858 16.89222 -1.175
C -19.20477 -22.36793 18.26862 -0.209
C -20.21290 -21.34832 18.85348 1.693
C -20.05441 -21.18397 20.32800 -1.776
C -20.12314 -20.01066 18.18855 -1.702
N -21.55879 -22.02246 18.82855 0.357
O -22.53628 -21.21717 19.37173 -0.547
H -23.04726 -22.13084 15.77813 0.379
H -23.23141 -20.79558 16.99527 0.328
H -21.71668 -21.04839 16.38794 0.418
H -23.79736 -24.04312 17.27057 0.410
H -22.98459 -24.41517 18.68449 0.297
H -24.08067 -23.09613 18.69072 0.420
H -20.84103 -24.44335 17.68479 -0.620
H -21.38431 -24.00024 16.07340 0.712
H -18.92979 -23.64189 16.57038 0.489
H -19.57592 -22.10686 16.12498 0.626
H -18.20612 -21.95703 18.12039 0.228
H -19.14674 -23.05836 19.11007 -0.335
H -19.98711 -22.15691 20.81478 0.397
H -20.89282 -20.60119 20.70948 0.603
H -19.12534 -20.72259 20.66275 0.052
H -19.35470 -19.33990 18.57285 0.386
H -21.01872 -19.41658 18.00661 0.273
H -19.66123 -20.20528 17.22063 0.415
H -22.55652 -21.55689 20.26938 0.382
C -17.77080 -32.39547 24.63190 -1.672
C -17.65323 -30.89077 24.32152 2.145
C -18.93242 -30.15325 24.75739 -1.299
O -16.58794 -30.28759 25.10639 -0.641
H -16.93777 -32.91821 24.16190 0.380
H -18.77651 -32.74931 24.40508 0.265
H -17.69010 -32.73633 25.66408 0.439
H -17.58416 -30.79677 23.23778 -0.733
H -18.88891 -29.10311 24.46859 0.297
H -19.21315 -30.27213 25.80389 0.442
H -19.77270 -30.42671 24.11923 0.154
H -16.24021 -29.63511 24.49405 0.225
C -14.33256 -28.02000 25.59630 -1.580
C -13.81815 -28.57024 24.34372 0.869
C -13.25178 -29.94529 24.61321 -1.559
O -14.90850 -28.65328 23.41055 0.197
H -14.84658 -27.09924 25.32045 0.262
H -13.50506 -27.81841 26.27653 0.400
H -15.15885 -28.49970 26.12092 0.335
H -13.16443 -27.83518 23.87420 0.460
H -12.27533 -29.96795 25.09708 0.409
H -13.23907 -30.57338 23.72245 0.277
H -13.89526 -30.48982 25.30424 0.334
H -14.53235 -28.56818 22.53142 -0.224
C -23.39813 -27.80347 23.73532 -1.515
C -22.41214 -29.01500 23.69113 0.635
C -22.86192 -30.01839 22.61229 -0.908
O -21.10983 -28.60474 23.29495 -0.450
H -24.33682 -28.17340 24.14777 0.411
H -23.64503 -27.36768 22.76721 0.243
H -22.99133 -26.93487 24.25316 0.401
H -22.31615 -29.33569 24.72845 0.389
H -22.04730 -30.69718 22.35981 -0.093
H -23.01228 -29.40578 21.72336 0.141
H -23.72787 -30.63404 22.85561 0.465
H -20.84478 -29.02752 22.47482 -0.270
```

Relative energy (zero: lowest compared OMol25 entry of this formula, charge and spin) (kcal per mole): 101.4
SMILES string: CC1(C)CCCC(C)(C)N1O.CC1(C)CCCC(C)(C)N1O.CC1(C)CCCC(C)(C)N1O.CC1(C)CCCC(C)(C)N1O.CC1(C)CCCC(C)(C)N1O.CC1(C)CCCC(C)(C)N1O.CC(C)O.CC(C)O.CC(C)O
Molar mass (g mol⁻¹): 1123.83
Lowest unoccupied orbital energy (eV): 0.3
Gap between HOMO and LUMO (eV): 8.657